DFT (ωB97M-V with the def2-TZVPD basis set) results for an isolated ion of composition C7H11N2O and charge +1 at a distorted geometry.

The geometry in ORCA input format:
```
! RIJCOSX wB97M-V def2-TZVPD def2/J DEFGRID3
* xyz 1 1
C 3.728 -0.011 -0.516
C 2.830 0.203 0.359
N 1.733 0.295 0.869
C 0.678 1.115 1.219
C -0.629 0.765 1.052
N -0.958 -0.554 0.366
C -2.067 -1.148 1.066
C -1.272 -0.454 -1.122
C -0.766 0.724 -1.767
O -0.151 -0.547 -1.911
H 4.734 -0.216 -0.286
H 3.391 -0.067 -1.521
H 0.929 2.122 1.841
H -1.314 1.511 1.358
H -0.209 -1.238 0.312
H -2.092 -1.269 2.193
H -2.855 -0.422 0.928
H -2.150 -2.198 0.836
H -2.109 -0.985 -1.287
H -0.281 1.378 -1.210
H -1.170 0.995 -2.779
*
```

For the molar mass, the calculation gives 139.18 g/mol. As for the highest occupied orbital energy: -12.30 eV. Its SMILES is C=C=N/C=C\[N@@H+](C)[C@H]1CO1. The calculated total energy is -457.63045 a.u. The value obtained for the largest force on an atom is 0.1159 Eh/bohr. As for the LUMO energy: -0.1296 hartree.